## w
Here is a 3-piece molecular cluster, C5H16O3 overall from the OMol25 dataset. Energies are from ωB97M-V with the def2-TZVPD basis set.

```
! wB97M-V def2-TZVPD RIJCOSX def2/J DEFGRID3
* xyz 0 1
C 1.37 0.59 -1.27
C 0.55 1.86 -0.96
C -0.75 1.36 0.02
C -0.62 1.86 1.48
C 0.12 0.58 2.22
O -0.84 -0.10 2.95
H 2.45 0.74 -1.07
H 1.38 0.28 -2.37
H 0.90 -0.38 -0.77
H 0.11 2.29 -2.02
H 1.11 2.59 -0.44
H -0.98 0.27 0.07
H -1.62 1.76 -0.55
H -1.63 2.05 1.93
H -0.06 2.81 1.58
H 1.07 0.57 2.80
H 0.31 -0.13 1.54
H -1.26 0.58 3.50
O 0.88 -4.01 -2.57
H 1.44 -4.76 -2.38
H 0.47 -3.86 -1.81
O -1.22 -2.68 -0.59
H -1.13 -1.80 -1.23
H -2.07 -2.48 -0.07
*
```

The value obtained for the HOMO energy is -10.031 eV. As for the frontier orbital gap: 10.70 eV. Its SMILES is CCCCCO.O.O.

natural (NBO) population analysis, charges in e, atoms 1 to 2: atom 1 (C): -0.639, atom 2 (C): -0.393

---

## x
Here is a 3-piece molecular cluster, C5H16O3 overall from the OMol25 dataset. Energies are from ωB97M-V with the def2-TZVPD basis set.

```
! wB97M-V def2-TZVPD RIJCOSX def2/J DEFGRID3
* xyz 0 1
C -1.11 -2.52 -2.34
C 0.06 -1.94 -3.13
O 0.35 -0.67 -2.76
H -2.06 -2.10 -2.68
H -1.00 -2.32 -1.28
H -1.20 -3.56 -2.66
H -0.23 -1.89 -4.18
H 0.94 -2.57 -3.03
H -0.13 -0.12 -3.38
C 0.05 -1.31 2.67
C 1.41 -0.53 2.53
O 1.14 0.22 1.45
H -0.01 -2.06 1.88
H -0.82 -0.68 2.84
H 0.09 -1.88 3.60
H 2.21 -1.24 2.32
H 1.75 0.14 3.32
H 0.67 -0.29 0.78
C -0.65 4.34 0.59
O 0.72 4.19 0.78
H -0.73 5.05 -0.23
H -1.32 3.56 0.26
H -1.04 4.83 1.48
H 0.91 3.32 1.15
*
```

The value obtained for the HOMO energy is -9.931 eV. As for the frontier orbital gap: 10.62 eV. Its SMILES is CCO.CCO.CO.

natural (NBO) population analysis, charges in e, atoms 1 to 2: atom 1 (C): -0.633, atom 2 (C): -0.054

---

x comes first in stability; the runner-up is 0.0290 hartree higher.

---

## w
Here is an isolated ion of composition CH4ClN2O and charge +1 from the OMol25 dataset. Energies are from ωB97M-V with the def2-TZVPD basis set.

```
! wB97M-V def2-TZVPD RIJCOSX def2/J DEFGRID3
* xyz 1 1
N 0.80 -0.38 -0.82
C -0.07 0.25 -0.05
N -0.94 -0.80 0.94
O -0.45 1.42 0.21
Cl 0.24 2.65 -0.81
H 0.60 -1.43 -0.80
H 1.27 0.15 -1.59
H -0.32 -1.57 0.99
H -1.13 -0.29 1.94
*
```

The value obtained for the HOMO energy is -15.986 eV. As for the frontier orbital gap: 9.74 eV. Its SMILES is NC(=[NH2+])OCl.

natural (NBO) population analysis, charges in e, atoms 1 to 2: atom 1 (N): -0.752, atom 2 (C): 0.837

---

## x
Here is an isolated ion of composition CH4ClN2O and charge +1 from the OMol25 dataset. Energies are from ωB97M-V with the def2-TZVPD basis set.

```
! wB97M-V def2-TZVPD RIJCOSX def2/J DEFGRID3
* xyz 1 1
N -0.04 0.75 -0.95
C 0.31 0.68 0.42
N 0.30 -0.42 1.05
O 0.73 1.77 1.05
Cl 0.76 3.26 0.15
H -0.08 -0.16 -1.37
H 0.04 1.66 -1.42
H 0.07 -1.35 0.77
H 0.35 -0.15 2.04
*
```

The value obtained for the HOMO energy is -16.341 eV. As for the frontier orbital gap: 10.36 eV. Its SMILES is NC(=[NH2+])OCl.

natural (NBO) population analysis, charges in e, atoms 1 to 2: atom 1 (N): -0.782, atom 2 (C): 0.809

---

x comes first in stability; the runner-up is 0.0608 hartree higher.

---

## w
Here is an isolated ion of composition CH4ClN2O and charge +1 from the OMol25 dataset. Energies are from ωB97M-V with the def2-TZVPD basis set.

```
! wB97M-V def2-TZVPD RIJCOSX def2/J DEFGRID3
* xyz 1 1
C 0.64 -1.03 0.15
N -0.22 1.31 0.06
N -0.56 -1.11 -0.27
O 1.54 -1.52 0.67
Cl 1.30 0.89 -0.67
H -0.06 1.45 1.07
H -0.50 2.23 -0.29
H -1.05 -0.27 -0.58
H -1.09 -1.96 -0.13
*
```

The value obtained for the HOMO energy is -16.041 eV. As for the frontier orbital gap: 10.54 eV.

natural (NBO) population analysis, charges in e, atoms 1 to 2: atom 1 (C): 0.877, atom 2 (N): -0.823

---

## x
Here is an isolated ion of composition CH4ClN2O and charge +1 from the OMol25 dataset. Energies are from ωB97M-V with the def2-TZVPD basis set.

```
! wB97M-V def2-TZVPD RIJCOSX def2/J DEFGRID3
* xyz 1 1
C 0.74 0.83 0.07
N 0.12 -0.40 -0.05
O 1.08 -1.75 0.07
N -1.09 -0.73 -0.14
Cl -2.42 0.37 -0.09
H 1.51 0.93 -0.70
H 1.30 0.86 1.01
H 0.02 1.65 0.02
H -1.26 -1.75 -0.19
*
```

The value obtained for the HOMO energy (alpha / beta) is -15.893 / -15.900 eV. As for the frontier orbital gap (alpha / beta): 8.32 / 8.33 eV. Its SMILES is C[N+](=O)NCl.

natural (NBO) population analysis, charges in e, atoms 1 to 2: atom 1 (C): -0.506, atom 2 (N): 0.289

---

w comes first in stability; the runner-up is 0.1849 hartree higher.

---

## w
Here is a 2-piece molecular cluster, C3H13N2Si overall from the OMol25 dataset. Energies are from ωB97M-V with the def2-TZVPD basis set.

```
! wB97M-V def2-TZVPD RIJCOSX def2/J DEFGRID3
* xyz 1 1
C -0.25 -2.16 -0.12
C -1.32 0.47 0.65
C 0.39 -0.85 -0.36
N 1.42 -0.33 0.39
N -2.10 1.51 -0.14
Si 2.58 0.89 -0.10
H -1.20 -2.29 -0.76
H 0.49 -3.00 -0.30
H -0.47 -2.40 0.88
H -0.85 0.86 1.47
H -1.81 -0.45 0.60
H 0.37 -0.54 -1.42
H 1.40 -0.77 1.37
H -2.63 2.16 0.46
H -2.68 1.13 -0.88
H -1.45 2.03 -0.72
H 1.68 2.05 -0.40
H 2.96 0.41 -1.57
H 3.47 1.28 0.96
*
```

The value obtained for the HOMO energy is -11.549 eV. As for the frontier orbital gap: 8.35 eV.

natural (NBO) population analysis, charges in e, atoms 1 to 2: atom 1 (C): -0.709, atom 2 (C): -0.492

---

## x
Here is a 2-piece molecular cluster, C3H13N2Si overall from the OMol25 dataset. Energies are from ωB97M-V with the def2-TZVPD basis set.

```
! wB97M-V def2-TZVPD RIJCOSX def2/J DEFGRID3
* xyz 1 1
C 0.92 0.72 1.57
C 1.41 -0.43 -0.50
C 0.60 0.63 0.15
N -1.08 -0.44 0.09
N 1.01 -1.10 -1.76
Si -2.57 0.54 -0.05
H 1.79 1.45 1.81
H 0.07 1.23 2.21
H 1.43 -0.05 1.98
H 1.48 -1.39 0.15
H 2.46 -0.09 -0.76
H 0.38 1.45 -0.58
H -1.06 -1.13 0.82
H -0.78 -1.03 -0.76
H 1.24 -2.06 -1.92
H 1.26 -0.53 -2.53
H -2.68 1.32 1.30
H -3.61 -0.50 -0.10
H -2.25 1.41 -1.14
*
```

The value obtained for the HOMO energy is -13.824 eV. As for the frontier orbital gap: 9.92 eV.

natural (NBO) population analysis, charges in e, atoms 1 to 2: atom 1 (C): -0.721, atom 2 (C): -0.317

---

## y
Here is a 4-piece molecular cluster, C3H13N2Si overall from the OMol25 dataset. Energies are from ωB97M-V with the def2-TZVPD basis set.

```
! wB97M-V def2-TZVPD RIJCOSX def2/J DEFGRID3
* xyz 1 1
C -0.34 -0.53 1.14
C -1.06 1.48 -0.02
C -1.21 -0.59 -1.10
N 2.24 0.21 -0.27
N -0.85 0.02 -0.06
Si 3.90 0.13 0.00
H -0.99 -0.47 2.04
H -0.20 -1.70 0.93
H 0.74 -0.13 1.22
H -2.13 1.74 0.06
H -0.36 1.87 0.76
H -0.93 1.82 -1.06
H -1.49 -0.03 -1.99
H -1.15 -1.74 -1.19
H 1.99 0.11 -1.27
H -3.88 -1.01 0.52
H 5.11 0.11 -0.80
H 4.25 0.04 1.40
H -3.64 -1.34 -0.30
*
```

The value obtained for the HOMO energy is -13.306 eV. As for the frontier orbital gap: 8.92 eV.

natural (NBO) population analysis, charges in e, atoms 1 to 2: atom 1 (C): -0.481, atom 2 (C): -0.434

---

x comes first in stability; the runner-up is 0.0365 hartree higher.

---

## w
Here is C28H23BiBr2N5O6S as an isolated structure from the OMol25 dataset. Energies are from ωB97M-V with the def2-TZVPD basis set.

```
! wB97M-V def2-TZVPD RIJCOSX def2/J DEFGRID3
* xyz -1 1
Bi -0.07 0.08 -0.08
C 6.44 -2.40 2.43
O 6.01 -3.20 1.29
C 4.80 -3.02 0.74
C 4.54 -3.92 -0.33
C 3.35 -3.83 -0.98
C 2.37 -2.88 -0.70
C 1.18 -2.70 -1.55
C 1.02 -3.72 -2.67
O 0.25 -1.88 -1.40
C 2.61 -2.00 0.40
O 1.83 -1.04 0.75
C 3.83 -2.11 1.10
H 7.39 -2.82 2.75
H 5.68 -2.49 3.27
H 6.56 -1.35 2.17
H 5.30 -4.68 -0.50
H 3.18 -4.49 -1.85
H 0.94 -4.75 -2.26
H 1.85 -3.67 -3.39
H 0.09 -3.52 -3.20
H 3.95 -1.39 1.89
Br 2.94 4.91 -0.29
C 1.73 4.12 -1.48
C 1.44 4.93 -2.57
C 0.63 4.49 -3.58
Br 0.44 5.65 -5.06
C 0.04 3.24 -3.55
C -0.77 2.74 -4.59
C -1.25 1.48 -4.55
C -1.00 0.71 -3.41
N -0.26 1.16 -2.40
C 0.29 2.37 -2.42
C 1.13 2.82 -1.30
O 1.26 2.14 -0.24
H 1.80 5.97 -2.64
H -1.01 3.41 -5.42
H -1.89 1.03 -5.32
H -1.41 -0.28 -3.32
C -3.86 -3.72 4.04
C -2.78 -2.96 3.32
C -1.42 -2.85 3.80
C -0.55 -2.11 3.00
N -0.96 -1.55 1.86
C -2.22 -1.73 1.47
S -2.71 -1.04 0.01
N -3.14 -2.43 2.17
H -3.54 -4.07 5.01
H -4.22 -4.54 3.45
H -4.71 -3.05 4.14
H -1.09 -3.26 4.75
H 0.50 -1.93 3.27
C -4.80 4.38 0.16
N -3.80 3.51 0.75
C -3.55 3.45 2.08
C -2.42 2.79 2.52
C -1.56 2.11 1.55
O -0.57 1.43 1.97
N -1.88 2.13 0.27
C -2.92 2.90 -0.24
O -3.19 2.99 -1.42
H -5.71 4.43 0.80
H -5.07 3.95 -0.77
H -4.46 5.38 0.00
H -4.31 3.95 2.69
H -2.27 2.71 3.58
*
```

The value obtained for the HOMO energy is -4.582 eV. As for the frontier orbital gap: 7.09 eV.

natural (NBO) population analysis, charges in e, atoms 1 to 2: atom 1 (Bi): 2.029, atom 2 (C): -0.255

---

## x
Here is C28H23BiBr2N5O6S as an isolated structure from the OMol25 dataset. Energies are from ωB97M-V with the def2-TZVPD basis set.

```
! wB97M-V def2-TZVPD RIJCOSX def2/J DEFGRID3
* xyz -1 1
Bi -0.44 -0.13 -0.76
C 3.08 6.33 0.84
O 2.74 5.58 2.00
C 2.31 4.31 1.81
C 2.46 3.49 2.97
C 2.14 2.17 2.85
C 1.69 1.54 1.67
C 1.56 0.12 1.69
C 1.73 -0.66 2.93
O 1.38 -0.56 0.61
C 1.42 2.40 0.54
O 0.89 1.97 -0.54
C 1.76 3.78 0.66
H 3.22 7.39 1.17
H 2.31 6.34 0.06
H 4.01 5.97 0.35
H 2.92 3.89 3.86
H 2.35 1.53 3.71
H 2.79 -0.87 3.10
H 1.23 -1.63 2.88
H 1.37 -0.08 3.81
H 1.61 4.39 -0.26
Br 0.47 -5.34 -1.76
C 1.78 -4.03 -1.39
C 2.89 -4.48 -0.66
C 3.93 -3.64 -0.30
Br 5.05 -4.45 0.94
C 3.99 -2.33 -0.86
C 5.16 -1.49 -0.87
C 5.15 -0.22 -1.45
C 3.91 0.21 -2.00
N 2.82 -0.52 -2.02
C 2.82 -1.79 -1.53
C 1.67 -2.60 -1.67
O 0.56 -2.17 -2.09
H 2.94 -5.51 -0.33
H 6.04 -1.96 -0.47
H 5.99 0.44 -1.51
H 3.80 1.19 -2.46
C -6.51 1.70 -0.50
C -5.10 1.94 -0.91
C -4.63 2.47 -2.14
C -3.26 2.26 -2.37
N -2.43 1.68 -1.47
C -2.95 1.45 -0.24
S -2.01 0.87 1.16
N -4.23 1.60 0.03
H -6.78 2.58 0.09
H -6.57 0.80 0.14
H -7.13 1.66 -1.41
H -5.20 2.96 -2.90
H -2.80 2.49 -3.32
C -4.77 -2.89 -1.38
N -3.60 -2.97 -0.48
C -3.48 -3.84 0.59
C -2.33 -3.95 1.30
C -1.21 -3.04 1.00
O -0.13 -3.22 1.58
N -1.50 -2.13 0.04
C -2.59 -2.05 -0.72
O -2.67 -1.18 -1.65
H -5.50 -3.68 -1.14
H -4.41 -2.97 -2.44
H -5.19 -1.86 -1.24
H -4.35 -4.46 0.80
H -2.19 -4.76 2.03
*
```

The value obtained for the HOMO energy is -3.867 eV. As for the frontier orbital gap: 6.33 eV.

natural (NBO) population analysis, charges in e, atoms 1 to 2: atom 1 (Bi): 1.960, atom 2 (C): -0.254

---

w comes first in stability; the runner-up is 0.0441 hartree higher.

---

## w
Here is a 2-piece molecular cluster, CH3BrP2 overall from the OMol25 dataset. Energies are from ωB97M-V with the def2-TZVPD basis set.

```
! wB97M-V def2-TZVPD RIJCOSX def2/J DEFGRID3
* xyz 0 1
C 1.85 -1.20 -0.03
P 1.37 0.24 0.47
P -0.76 0.38 -0.17
Br 5.00 0.07 -0.03
H 2.56 -1.99 -0.12
H -1.21 0.47 1.15
H -0.69 1.77 -0.28
*
```

The value obtained for the HOMO energy (alpha / beta) is -9.759 / -8.191 eV. As for the frontier orbital gap (alpha / beta): 8.42 / 4.83 eV.

natural (NBO) population analysis, charges in e, atoms 1 to 2: atom 1 (C): -0.597, atom 2 (P): 0.455

---

## x
Here is one molecule with the formula CH3BrP2 from the OMol25 dataset. Energies are from ωB97M-V with the def2-TZVPD basis set.

```
! wB97M-V def2-TZVPD RIJCOSX def2/J DEFGRID3
* xyz 0 1
C 1.61 0.93 0.10
P 0.46 -2.18 0.09
P 0.27 -0.14 0.01
Br 3.37 0.17 -0.02
H -0.99 0.61 -0.14
H 1.36 1.98 -0.32
H -0.78 -2.44 0.78
*
```

The value obtained for the HOMO energy (alpha / beta) is -7.854 / -7.854 eV. As for the frontier orbital gap (alpha / beta): 7.31 / 7.31 eV.

natural (NBO) population analysis, charges in e, atoms 1 to 2: atom 1 (C): -0.838, atom 2 (P): -0.226

---

x comes first in stability; the runner-up is 0.0573 hartree higher.